(1)
The following is a quantum chemistry calculation of C8F24MgN4O16S8 as an isolated structure at a distorted geometry, from the Open Molecules 2025 dataset.

Calculated values
LUMO: 4.2 eV
charge: -2
molecular weight: 1144.9 g mol⁻¹

Each line ends with the natural charge from an NBO analysis.
Geometry (Å):
Mg -0.1609 -0.0040 -0.8708  1.75
C 3.3709 1.6620 -1.6086  0.77
F 3.2607 1.4138 -2.9072  -0.32
F 4.5855 2.1057 -1.4397  -0.30
F 2.5112 2.6580 -1.4330  -0.31
S 3.0799 0.1062 -0.5464  2.07
O 4.3095 -0.6434 -0.6589  -0.87
O 2.8115 0.4823 0.8587  -0.84
N 1.5859 -0.6566 -1.1728  -1.30
S 2.0431 -2.0430 -1.6193  2.20
O 2.9930 -2.7788 -0.7702  -0.88
O 0.7619 -2.7205 -1.8189  -0.95
C 2.9134 -1.8351 -3.3416  0.75
F 3.9619 -1.0963 -3.2363  -0.31
F 3.2264 -3.0236 -3.8823  -0.32
F 2.2265 -1.0907 -4.2345  -0.33
C -1.8706 -2.5968 -3.7425  0.80
F -1.9899 -3.5941 -2.8792  -0.30
F -0.6129 -2.5635 -4.3055  -0.31
F -2.7868 -2.7650 -4.6542  -0.29
S -2.0903 -0.9270 -2.8182  2.08
O -0.9897 -0.1291 -3.4044  -0.96
O -3.4259 -0.4482 -3.1847  -0.86
N -1.7047 -0.9848 -1.0973  -1.28
S -2.8597 -1.9050 -0.5135  2.18
O -3.9522 -2.3411 -1.4175  -0.90
O -2.3118 -2.8984 0.3910  -0.89
C -3.6436 -0.5375 0.5489  0.74
F -4.7243 -0.9794 1.2041  -0.32
F -2.7594 -0.0575 1.4382  -0.31
F -4.0093 0.4570 -0.2562  -0.31
C -1.3591 3.0057 1.9632  0.79
F -1.5054 1.8356 2.6190  -0.29
F -2.4977 3.2210 1.2592  -0.32
F -1.2509 4.0792 2.8643  -0.32
S 0.1059 2.9133 0.7056  2.08
O 0.5935 4.2918 0.4202  -0.86
O 1.0754 2.1795 1.5240  -0.88
N -0.3918 1.8404 -0.6225  -1.30
S -1.2992 2.7843 -1.5415  2.14
O -2.4274 2.0052 -2.0316  -0.92
O -1.7684 4.0983 -1.0127  -0.89
C -0.1227 3.1980 -3.0327  0.77
F 0.6401 2.0879 -3.3512  -0.33
F -0.7948 3.6689 -4.0725  -0.31
F 0.6383 4.1745 -2.7103  -0.30
C -0.3026 0.4585 5.8504  0.76
F 0.3787 1.5981 6.1911  -0.33
F -0.7487 -0.0569 7.0387  -0.33
F -1.3768 0.8190 5.0888  -0.31
S 0.9813 -0.7684 5.0167  2.09
O 2.2381 -0.4883 5.7325  -0.92
O 0.5433 -2.1384 5.2327  -0.91
N 1.1174 -0.1493 3.3533  -1.06
S 0.1153 -1.0166 2.5700  2.21
O -1.1211 -1.2796 3.2485  -0.93
O 0.0607 -0.5133 1.1906  -1.05
C 1.0133 -2.7683 2.4832  0.76
F 0.2386 -3.6477 3.1199  -0.30
F 1.2535 -3.0237 1.1713  -0.32
F 2.2239 -2.6740 3.1043  -0.33

---

(2)
The following is a quantum chemistry calculation of a 4-piece molecular cluster, C8H10 overall at a distorted geometry, from the Open Molecules 2025 dataset.

Calculated values
LUMO: -0.1 eV
charge: 0
molecular weight: 106.2 g mol⁻¹

Each line ends with the natural charge from an NBO analysis.
Geometry (Å):
C -2.5583 0.2195 0.2501  -0.55
C -1.4009 -0.4545 -0.4231  -0.29
C -0.1430 -0.5710 0.4430  -0.27
C 0.9719 -1.4282 0.1543  -0.21
C 2.1150 -0.7338 -0.0889  -0.21
C 2.1295 0.7214 0.0959  -0.28
C 0.9472 1.4955 -0.0463  -0.15
C -0.1435 0.5311 -0.5156  -0.30
H -2.2795 1.8774 0.4157  0.23
H -2.5708 -0.5499 1.5642  0.22
H -3.6368 -0.1740 -0.9813  0.20
H -1.7643 -1.0769 -1.2050  0.24
H -0.3540 -0.2120 1.5408  0.24
H 1.2177 -2.4409 0.0740  0.23
H 3.1622 -1.1609 -0.4982  0.22
H 3.0261 1.2886 0.3196  0.22
H 0.8687 2.5403 0.3694  0.23
H 0.4129 0.1282 -1.4687  0.22

---

(3)
The following is a quantum chemistry calculation of C8H10AlN2S as an isolated structure at a distorted geometry, from the Open Molecules 2025 dataset.

Calculated values
LUMO (spin up / spin down): 3.0 / 3.1 eV
charge: -1
molecular weight: 193.2 g mol⁻¹

Each line ends with the natural charge from an NBO analysis.
Geometry (Å):
C 0.2841 -2.0505 -0.3925  -0.42
C -0.6698 -2.1616 0.6928  -0.55
C 0.0507 -1.7581 1.9042  -0.43
C 1.4296 -1.6061 1.5576  -0.28
C 1.5946 -1.8516 0.1823  -0.25
Al -0.4935 -0.1750 0.5417  1.30
N 0.2859 1.2871 -0.7587  -1.05
C -1.1756 1.6508 -1.2680  -0.25
C -2.0367 0.7682 -0.3201  -1.05
H -0.3819 -1.7971 2.8995  0.25
H -1.6872 -2.5455 0.6593  0.25
H 2.2330 -1.3951 2.2612  0.23
H 2.5075 -1.9954 -0.3584  0.22
H 0.0636 -2.4070 -1.4033  0.23
H -2.7306 0.0817 -0.8323  0.20
H -1.1048 1.2161 -2.3201  0.17
H 0.7849 1.0055 -1.6447  0.37
H -2.5860 1.4432 0.3483  0.22
H -1.4131 2.6919 -1.3246  0.20
S 1.8873 1.7299 0.1087  0.09
C 1.6692 3.3562 -0.1930  0.03
N 1.4890 4.5126 -0.3398  -0.50

---

Question: Among the records above, which one has the lowest charge?
Answer: C8F24MgN4O16S8